1.
This record from the OMol25 dataset describes a structure of composition C27H71N5O12Sr2 at a distorted geometry. The level of theory is ωB97M-V/def2-TZVPD.

- Multiplicity: 1
- Gap between HOMO and LUMO: 2.440 eV
- Net charge: +2
- HOMO level: -10.06 eV
- Max |F|: 0.177 Eh/bohr

```
117
Properties=species:S:1:pos:R:3:mulliken_charge:R:1
Sr 2.397 42.599 18.696 1.784
Sr 7.761 48.830 16.009 1.100
C 2.983 46.886 16.015 0.824
O 3.252 47.838 15.323 -0.534
O 1.855 46.383 16.252 -0.631
O 3.897 46.418 16.603 -0.641
C 3.353 37.877 20.085 -0.753
O 4.209 38.641 19.301 -0.232
C 5.382 37.935 18.846 -1.001
C 5.656 38.082 17.339 -0.455
N 5.808 39.471 17.047 -0.245
C 5.774 39.701 15.660 -0.824
C 6.807 38.906 14.793 -0.601
O 6.596 37.474 14.746 -0.319
C 7.401 36.801 13.757 -0.698
H 2.697 37.201 19.536 0.308
H 2.665 38.538 20.613 0.187
H 3.921 37.333 20.840 0.345
H 5.454 36.897 19.172 0.515
H 6.173 38.348 19.472 0.321
H 4.924 37.485 16.796 0.442
H 6.544 37.469 17.182 0.319
H 6.754 39.636 17.360 0.307
H 6.074 40.741 15.534 0.375
H 4.793 39.494 15.230 0.360
H 7.820 39.036 15.174 0.359
H 6.743 39.329 13.791 0.492
H 6.922 35.872 13.449 0.232
H 8.391 36.564 14.145 0.287
H 7.503 37.501 12.927 0.299
C 4.595 43.415 22.454 -0.820
O 3.204 43.639 22.151 -0.241
C 2.629 44.718 22.926 -0.678
C 1.184 45.095 22.434 -0.780
N 0.402 43.803 22.364 -0.194
C -0.929 44.046 21.721 -0.715
C -1.856 42.896 22.094 -0.698
O -1.397 41.703 21.396 -0.231
C -2.219 40.572 21.701 -0.783
H 4.774 43.185 23.504 0.307
H 5.288 44.227 22.238 0.356
H 5.028 42.621 21.844 0.266
H 3.211 45.640 22.934 0.441
H 2.671 44.358 23.954 0.397
H 1.286 45.534 21.442 0.350
H 0.664 45.830 23.050 0.419
H 0.253 43.594 23.340 0.231
H -0.910 44.222 20.646 0.372
H -1.420 44.912 22.165 0.376
H -2.878 43.081 21.762 0.423
H -1.962 42.663 23.154 0.401
H -1.584 39.700 21.541 0.220
H -3.063 40.455 21.021 0.298
H -2.572 40.517 22.730 0.327
C 0.892 53.530 13.880 -0.452
O 1.421 52.566 12.955 -0.502
H 0.912 54.518 13.420 0.209
H -0.163 53.307 14.035 0.223
H 1.508 53.522 14.779 0.228
H 1.730 51.800 13.445 0.296
C -5.562 47.280 16.176 -0.492
O -5.738 48.172 15.084 -0.484
H -6.046 47.668 17.072 0.211
H -6.058 46.375 15.825 0.222
H -4.536 47.067 16.477 0.235
H -4.890 48.168 14.634 0.307
C -1.324 40.505 13.805 -1.258
C -2.251 40.476 15.054 0.191
C -3.558 39.744 14.735 -0.767
O -3.233 38.437 14.333 -0.321
C -4.096 37.841 13.389 -0.836
N -1.434 39.823 16.033 -0.696
H -1.859 40.844 12.917 0.380
H -0.872 39.563 13.496 0.294
H -0.526 41.219 14.007 0.284
H -2.466 41.521 15.279 0.412
H -4.133 40.249 13.959 0.445
H -4.216 39.632 15.596 0.345
H -4.083 38.267 12.385 0.333
H -5.132 37.868 13.725 0.334
H -3.904 36.787 13.186 0.266
H -2.033 39.781 16.845 0.258
H -1.492 38.874 15.689 0.360
C 7.715 47.331 9.483 -1.378
C 8.385 46.182 10.333 0.329
C 9.131 45.145 9.486 -0.670
O 8.120 44.663 8.595 -0.275
C 8.567 43.527 7.855 -0.830
N 9.389 46.767 11.118 -0.746
H 6.847 46.909 8.977 0.344
H 8.305 47.873 8.744 0.304
H 7.309 48.180 10.033 0.384
H 7.529 45.803 10.891 0.268
H 9.541 44.308 10.051 0.385
H 9.964 45.588 8.940 0.387
H 7.746 43.278 7.183 0.263
H 8.760 42.564 8.329 0.308
H 9.453 43.788 7.277 0.330
H 10.049 47.126 10.443 0.321
H 9.890 46.036 11.602 0.282
C -1.957 48.015 9.256 -1.394
C -1.277 47.142 10.322 0.417
C 0.144 46.607 9.933 -0.650
O 0.070 45.647 8.897 -0.300
C 1.280 45.074 8.396 -0.713
N -1.153 47.930 11.517 -0.720
H -1.202 48.634 8.770 0.297
H -2.703 48.571 9.824 0.403
H -2.467 47.390 8.523 0.330
H -1.987 46.337 10.515 0.353
H 0.548 46.136 10.829 0.324
H 0.723 47.476 9.621 0.327
H 0.948 44.329 7.673 0.239
H 1.915 44.723 9.210 0.284
H 1.890 45.821 7.889 0.304
H -0.544 47.425 12.145 0.235
H -0.516 48.682 11.292 0.268
```

2.
This record from the OMol25 dataset describes a structure of composition C46H30Cl3F5IN5O4SeSn. The level of theory is ωB97M-V/def2-TZVPD.

- Multiplicity: 1
- Gap between HOMO and LUMO: 5.438 eV
- Net charge: -2
- HOMO level: -1.69 eV
- Energy relative to the best compared isomer or geometry (same formula, charge and spin): 0.0000 eV
- Max |F|: 0.008 Eh/bohr

```
96
Properties=species:S:1:pos:R:3:mulliken_charge:R:1
Sn -0.511 -1.050 0.221 0.123
O -3.595 -3.473 3.025 -0.790
C -3.168 -2.916 4.168 0.513
C -4.060 -2.861 5.242 -0.641
C -3.678 -2.291 6.441 -0.276
C -2.397 -1.768 6.598 -0.801
C -1.511 -1.825 5.536 -0.513
C -1.869 -2.396 4.316 0.187
C -0.927 -2.377 3.158 0.671
O -1.387 -2.699 2.012 -0.725
N 0.307 -1.981 3.413 -1.053
N 1.011 -1.834 2.253 0.924
C 2.267 -1.669 2.373 -1.258
C 3.145 -1.627 1.194 1.172
C 4.444 -1.133 1.301 -0.855
C 5.260 -1.156 0.182 -0.400
C 4.769 -1.693 -0.997 -0.687
C 3.464 -2.174 -1.002 -0.196
N 2.669 -2.134 0.055 0.029
H -2.864 -3.315 2.365 0.344
H -5.056 -3.260 5.095 0.426
H -4.387 -2.247 7.260 0.355
H -2.100 -1.310 7.533 0.374
H -0.515 -1.412 5.616 0.412
H 2.719 -1.615 3.365 0.319
H 4.793 -0.728 2.243 0.391
H 6.271 -0.768 0.234 0.396
H 5.378 -1.754 -1.889 0.398
H 3.035 -2.628 -1.891 0.425
Cl -2.801 4.127 -5.802 -0.300
C -2.335 3.241 -4.360 0.490
C -2.032 1.892 -4.445 -0.890
C -1.653 1.206 -3.308 0.536
Cl -1.281 -0.487 -3.449 0.034
C -1.530 1.807 -2.011 -1.504
O -1.147 1.207 -0.972 0.555
C -1.871 3.198 -2.022 0.625
Cl -1.734 4.055 -0.511 -0.228
C -2.263 3.899 -3.145 -0.779
H -2.096 1.367 -5.389 0.480
H -2.495 4.953 -3.071 0.412
I -3.648 -1.381 -0.263 0.054
C -3.960 -0.362 1.536 0.163
C -5.253 -0.338 1.978 -0.511
C -5.587 0.334 3.170 -0.810
C -4.609 0.973 3.868 -0.845
C -3.264 0.959 3.426 1.497
C -2.286 1.636 4.193 -1.368
C -0.983 1.610 3.802 -1.172
C -0.608 0.896 2.644 0.124
C -1.499 0.215 1.847 0.238
C -2.881 0.264 2.238 0.313
H -6.024 -0.844 1.413 0.412
H -6.613 0.333 3.517 0.363
H -4.838 1.498 4.790 0.330
H -2.597 2.151 5.096 0.287
H -0.221 2.110 4.392 0.485
H 0.448 0.873 2.402 0.513
C 1.597 3.861 -3.043 -0.884
N 2.237 2.686 -2.443 -0.234
N 1.896 2.516 -1.090 1.198
C 1.573 1.198 -0.825 -0.282
O 1.375 0.750 0.303 -0.129
C 1.593 0.541 -2.116 -0.505
C 1.935 1.455 -3.035 0.012
C 1.954 1.331 -4.518 -1.793
C 2.263 3.474 -0.129 -0.122
C 1.464 3.623 1.002 0.098
C 1.825 4.555 1.961 -1.206
C 2.951 5.352 1.791 -0.534
C 3.726 5.210 0.649 -0.588
C 3.391 4.266 -0.311 -0.212
H 1.807 4.730 -2.424 0.385
H 0.516 3.733 -3.126 0.095
H 2.032 4.025 -4.027 0.405
H 1.333 -0.492 -2.275 1.126
H 1.863 0.282 -4.794 0.409
H 2.877 1.734 -4.939 0.426
H 1.109 1.867 -4.957 0.309
H 0.572 3.020 1.107 0.579
H 1.203 4.667 2.840 0.459
H 3.217 6.086 2.542 0.383
H 4.603 5.829 0.506 0.377
H 3.996 4.131 -1.198 0.439
F 1.491 -5.606 -7.588 -0.342
C 1.222 -5.465 -6.273 0.612
C 1.904 -6.205 -5.327 0.147
F 2.852 -7.076 -5.731 -0.327
C 1.618 -6.051 -3.984 0.377
F 2.336 -6.814 -3.141 -0.336
C 0.654 -5.163 -3.493 -0.650
Se 0.302 -4.940 -1.652 -0.345
C -0.009 -4.438 -4.490 0.582
F -0.957 -3.547 -4.165 -0.247
C 0.256 -4.576 -5.840 -0.115
F -0.419 -3.847 -6.750 -0.334
```

3.
This record from the OMol25 dataset describes a cluster of 2 separate species, C3H9BrNPS in total at a distorted geometry. The level of theory is ωB97M-V/def2-TZVPD.

- Multiplicity: 1
- Gap between HOMO and LUMO (alpha / beta): 6.069 / 6.083 eV
- Net charge: 0
- HOMO level (alpha / beta): -8.31 / -8.33 eV
- Energy relative to the best compared isomer or geometry (same formula, charge and spin): 4.0458 eV
- Max |F|: 0.078 Eh/bohr

```
16
Properties=species:S:1:pos:R:3:nbo_charge:R:1
C 0.053 0.838 -1.901 -0.433
C -1.423 0.738 0.070 -0.407
C 0.638 -0.773 1.909 -1.019
N -0.144 0.404 -0.563 -0.744
P 0.979 -0.806 0.106 1.040
S -0.021 -3.713 -0.491 -0.165
Br 2.816 0.486 -0.078 -0.248
H -0.088 1.948 -1.922 0.210
H 1.109 0.714 -2.038 0.214
H -0.353 0.162 -2.630 0.194
H -1.574 0.388 1.091 0.209
H -1.611 1.776 -0.010 0.193
H -2.066 0.252 -0.656 0.189
H -0.435 -1.031 2.125 0.253
H 1.244 -1.465 2.461 0.261
H 0.876 0.082 2.528 0.252
```

4.
This record from the OMol25 dataset describes a cluster of 2 separate species, C5H11NOSi in total at a distorted geometry. The level of theory is ωB97M-V/def2-TZVPD.

- Multiplicity: 1
- Gap between HOMO and LUMO (alpha / beta): 7.496 / 7.495 eV
- Net charge: 0
- HOMO level (alpha / beta): -8.11 / -8.11 eV
- Energy relative to the best compared isomer or geometry (same formula, charge and spin): 9.0479 eV
- Max |F|: 0.112 Eh/bohr

```
19
Properties=species:S:1:pos:R:3:nbo_charge:R:1
C 2.145 0.634 0.196 -0.282
C 0.873 0.932 0.113 0.157
C -0.005 2.008 0.441 -0.759
C -1.214 -0.535 -1.709 -0.707
C -0.637 -1.137 -0.573 -0.413
N 2.482 -0.627 -0.103 0.085
O 3.642 -0.953 -0.270 -0.327
Si -1.322 -1.239 1.206 0.813
H 2.917 1.382 0.316 0.189
H 0.377 3.061 0.467 0.233
H -0.273 2.090 1.582 0.262
H -0.996 1.949 -0.017 0.229
H -1.734 -1.436 -2.283 0.243
H -0.606 -0.034 -2.507 0.245
H -1.960 0.124 -1.305 0.207
H 0.319 -1.721 -0.678 0.251
H -0.278 -1.987 2.136 -0.136
H -2.086 -2.515 1.123 -0.149
H -1.643 0.004 1.864 -0.142
```

5.
This record from the OMol25 dataset describes the molecule C4H6N4O2 at a distorted geometry. The level of theory is ωB97M-V/def2-TZVPD.

- Multiplicity: 1
- Gap between HOMO and LUMO: 9.070 eV
- Net charge: 0
- HOMO level: -8.97 eV
- SMILES string: OC/C(O)=N/c1ncn[nH]1
- Energy relative to the best compared isomer or geometry (same formula, charge and spin): 3.9144 eV
- Max |F|: 0.104 Eh/bohr

```
16
Properties=species:S:1:pos:R:3:nbo_charge:R:1
O 3.403 0.639 -0.714 -0.722
C 2.536 0.004 0.204 -0.104
C 0.912 -0.007 -0.013 0.579
O 0.445 -0.601 1.102 -0.702
N 0.052 0.478 -0.879 -0.490
C -1.247 0.248 -0.615 0.438
N -2.072 -0.328 -1.465 -0.471
C -3.204 -0.441 -0.752 0.120
N -3.114 0.012 0.480 -0.283
N -1.896 0.438 0.571 -0.343
H 3.092 1.356 -1.247 0.498
H 2.753 0.470 1.082 0.186
H 2.742 -1.085 0.270 0.190
H 1.165 -1.017 1.654 0.500
H -4.179 -0.695 -1.071 0.195
H -1.388 0.529 1.393 0.408
```

6.
This record from the OMol25 dataset describes a cluster of 5 separate species, C3H17O5 in total at a distorted geometry. The level of theory is ωB97M-V/def2-TZVPD.

- Multiplicity: 1
- Gap between HOMO and LUMO: 7.716 eV
- Net charge: +1
- HOMO level: -12.02 eV
- Energy relative to the best compared isomer or geometry (same formula, charge and spin): 2.4395 eV
- Max |F|: 0.037 Eh/bohr

```
25
Properties=species:S:1:pos:R:3:nbo_charge:R:1
O 3.445 4.396 -2.924 -0.739
H 3.444 4.697 -2.012 0.578
H 2.808 3.691 -3.060 0.579
H 3.200 5.124 -3.500 0.578
O 3.017 7.442 -5.385 -0.970
H 2.328 8.106 -5.372 0.484
H 3.525 7.639 -6.172 0.487
O 3.862 5.810 0.869 -0.964
H 3.903 5.083 1.490 0.479
H 3.561 6.554 1.389 0.486
O 0.862 1.717 -3.889 -0.972
H 0.431 1.046 -3.360 0.487
H 0.491 1.608 -4.764 0.487
C 6.703 -0.318 -1.692 -0.625
C 7.057 0.107 -0.322 0.087
C 7.502 -1.018 0.536 -0.617
O 8.084 1.093 -0.264 -0.720
H 7.586 -0.517 -2.299 0.229
H 6.142 0.445 -2.232 0.197
H 6.040 -1.183 -1.683 0.220
H 6.246 0.583 0.229 0.138
H 6.649 -1.639 0.809 0.208
H 7.988 -0.626 1.430 0.205
H 8.283 -1.582 0.026 0.215
H 8.075 1.385 0.651 0.462
```